[1]
Computed, not measured: C6H12ClOP as an isolated structure in a non-equilibrium geometry, with ωB97M-V/def2-TZVPD.

Atoms and positions in Å:
C (-0.49261, -0.12697, 0.02634)
C (0.31237, 1.15101, 0.02067)
C (0.64646, -1.15684, 0.04927)
C (-1.43047, -0.38815, 1.11042)
C (-0.46604, 2.59242, -0.22216)
C (0.39705, -2.31962, -0.90437)
O (1.24412, 1.02543, -1.00128)
P (2.09871, -0.29322, -0.75584)
Cl (3.09194, 0.10173, 0.94997)
H (-1.01461, -0.19010, -1.02027)
H (0.67061, 1.33087, 1.02288)
H (0.77058, -1.52353, 1.03655)
H (-0.95360, -0.34555, 2.07830)
H (-1.81478, -1.32125, 0.99816)
H (-2.29055, 0.24365, 0.99688)
H (-0.64931, 2.78013, -1.23273)
H (0.13597, 3.53689, 0.16333)
H (-1.39606, 2.67023, 0.37296)
H (0.25938, -1.82940, -1.95110)
H (-0.40652, -2.95554, -0.67487)
H (1.28735, -2.98217, -1.06312)

Total charge: 0
HOMO in Ha: -0.341
Energy above the lowest of the compared OMol25 structures with the same formula, charge and spin in eV: 0.000
HOMO-LUMO gap in eV: 10.3


[2]
Computed, not measured: C10H76Li5O40S2 as an isolated structure in a non-equilibrium geometry, with ωB97M-V/def2-TZVPD.

Atoms and positions in Å:
Li (-0.39174, 1.29154, -4.95653)
Li (-0.78497, 2.38009, -2.36930)
Li (0.43390, -1.26338, -2.73359)
Li (-3.46253, 0.23240, -0.43133)
Li (2.36268, 1.27728, -3.74327)
S (-3.16954, 0.88650, -3.68194)
O (-3.88789, 1.85414, -4.53291)
O (-3.80231, 0.88748, -2.34158)
O (-3.20492, -0.48286, -4.34539)
O (-1.78517, 1.25071, -3.60039)
S (-0.59207, 0.22074, -0.21016)
O (-0.17964, 0.20718, 1.21072)
O (-0.92146, 1.57778, -0.56279)
O (0.52325, -0.24522, -1.01044)
O (-1.76733, -0.63084, -0.51824)
O (0.70290, 2.69873, -3.77442)
C (0.78032, 3.53010, -4.93141)
C (-0.36729, 3.87270, -5.94444)
O (-1.02807, 2.76058, -6.53606)
H (1.50155, 3.01142, -5.56300)
H (1.26761, 4.48943, -4.75720)
H (0.03076, 4.67703, -6.56308)
H (-1.20819, 4.26213, -5.37058)
O (-0.72609, -0.33364, -6.35425)
C (0.14741, -1.47504, -6.26760)
C (1.58624, -1.30904, -5.56314)
O (1.63520, -0.62016, -4.33118)
H (0.42545, -1.76341, -7.28132)
H (-0.46560, -2.30793, -5.92319)
H (2.07368, -0.63451, -6.26708)
H (2.19775, -2.21129, -5.55227)
O (-1.64431, -1.78645, -2.77148)
H (-1.93658, -1.34733, -1.97274)
H (-2.12156, -1.34702, -3.47529)
O (-1.18939, 4.21487, 3.83649)
H (-1.97892, 4.75387, 3.88480)
H (-1.06489, 4.05489, 2.90099)
O (-3.77967, 1.07532, 1.44872)
H (-4.32801, 0.63545, 2.09838)
H (-3.08340, 1.48632, 1.96109)
O (-1.43670, 4.33080, -1.56035)
H (-1.58572, 4.01207, -0.67016)
H (-1.79737, 5.21746, -1.56131)
O (3.90851, -1.47378, -2.82438)
H (3.33675, -1.25337, -2.08904)
H (3.36786, -1.32828, -3.60076)
O (-5.49657, -1.51776, -3.92137)
H (-4.59101, -1.26083, -4.09507)
H (-5.43271, -2.41426, -3.59206)
O (2.99731, -2.29414, -0.23705)
H (2.60559, -1.91717, 0.55077)
H (3.91029, -2.45416, 0.00188)
O (-3.05042, -0.51797, 3.90571)
H (-2.69388, -1.11572, 4.56284)
H (-3.65176, 0.04438, 4.39396)
O (-3.88715, -4.59265, 0.12637)
H (-3.02608, -4.55808, -0.29027)
H (-4.50775, -4.52540, -0.59927)
O (-4.50303, 3.60203, -0.72611)
H (-4.39573, 3.43921, -1.66323)
H (-5.08388, 4.36141, -0.67942)
O (-1.86285, 3.45780, 0.87654)
H (-1.38037, 2.69213, 0.56479)
H (-2.74720, 3.34206, 0.52900)
O (-6.18444, 0.19256, -1.61742)
H (-5.69266, 0.90458, -2.02658)
H (-5.91333, -0.59159, -2.09473)
O (5.60599, 0.44335, -2.69593)
H (4.86927, 1.02937, -2.52257)
H (5.22921, -0.43546, -2.65158)
O (-0.75755, 0.95800, 3.76276)
H (-0.57085, 0.62806, 2.88382)
H (-1.53382, 0.47231, 4.04155)
O (2.59032, 4.13552, -1.99869)
H (2.04987, 3.75917, -2.69331)
H (2.79877, 5.01712, -2.30782)
O (1.22122, -2.97896, -2.22826)
H (1.18696, -3.80196, -2.71582)
H (1.89571, -3.12135, -1.56416)
O (2.68593, 0.92630, -1.69487)
H (1.93217, 0.45523, -1.33969)
H (2.92635, 1.54753, -1.00749)
O (-4.26653, -1.55128, -0.52711)
H (-4.57408, -1.93954, -1.34620)
H (-3.57490, -2.14096, -0.22683)
O (-4.40201, -2.92662, 2.37820)
H (-4.53804, -3.54131, 1.65718)
H (-3.52611, -2.57087, 2.22826)
O (1.98540, -1.08609, 1.88537)
H (2.25637, -0.94429, 2.79239)
H (1.35844, -0.38445, 1.70973)
O (1.70119, 2.13752, 1.28726)
H (0.92285, 1.58271, 1.33855)
H (1.37759, 3.02154, 1.46057)
O (1.39172, 1.80002, 5.50325)
H (1.97416, 1.12343, 5.15798)
H (0.52371, 1.55646, 5.18161)
O (-2.34977, -5.25547, -2.95308)
H (-1.75109, -5.99022, -3.08709)
H (-1.90523, -4.69693, -2.31539)
O (-0.45377, -2.43075, 1.61175)
H (0.48233, -2.60909, 1.52157)
H (-0.50747, -1.48179, 1.72499)
O (4.09620, 2.80500, 0.13103)
H (3.70707, 3.43109, -0.47954)
H (3.38702, 2.58715, 0.73586)
O (-1.31744, -3.61107, -0.80671)
H (-1.42491, -2.87608, -1.41042)
H (-0.82581, -3.24702, -0.07051)
C (5.01357, 1.13207, 5.09453)
C (4.58080, 0.64637, 3.76508)
C (5.05947, -0.83707, 3.61728)
O (3.20193, 0.81096, 3.71256)
H (4.62968, 0.49247, 5.88928)
H (4.72287, 2.16074, 5.30767)
H (6.09603, 1.17626, 5.21467)
H (5.09105, 1.27105, 3.03192)
H (4.75730, -1.15631, 2.61985)
H (4.52342, -1.39172, 4.38742)
H (6.11924, -1.00996, 3.80465)
H (3.06625, 1.40399, 2.96991)
C (1.82671, -2.34100, 5.05324)
C (1.17649, -2.73747, 6.39267)
C (0.70082, -1.50359, 7.18473)
O (0.03803, -3.62143, 6.21704)
H (2.45378, -3.18706, 4.77207)
H (2.40679, -1.42753, 5.18426)
H (1.02270, -2.21154, 4.32873)
H (1.96363, -3.19972, 6.98835)
H (0.11788, -1.95853, 7.98556)
H (-0.02557, -0.89681, 6.64412)
H (1.41282, -0.86783, 7.71101)
H (0.16500, -4.15355, 7.00593)

Total charge: -3
HOMO in Ha: 0.082
HOMO-LUMO gap in eV: 2.1


[3]
Computed, not measured: a 16-piece molecular cluster, H33O16 overall in a non-equilibrium geometry, with ωB97M-V/def2-TZVPD.

Atoms and positions in Å:
O (0.07592, 1.30997, -1.28586)
H (-0.32841, 0.66099, -0.76747)
H (-0.31389, 1.29210, -2.14981)
O (2.49298, -0.79753, 2.94091)
H (-3.40203, 3.29897, -0.46036)
H (-4.15678, 3.51192, -2.65533)
O (-3.53759, 3.32240, 0.44102)
H (3.80020, -1.87387, 0.11441)
H (-0.13733, 1.98312, -3.78453)
O (1.69465, 2.85796, 1.82200)
H (1.81055, 3.02416, 2.74036)
H (-0.76734, -0.61320, 1.42691)
O (3.76190, -1.43635, 1.02128)
H (1.56159, -0.71257, 3.09700)
H (3.25295, -2.01334, 1.65662)
O (0.65966, -4.36635, 1.93774)
H (0.99790, -5.22855, 2.15079)
H (-0.63531, 0.91526, -4.80210)
O (1.88363, 0.30534, 0.54255)
H (-1.50899, -1.89876, -1.88645)
H (1.86359, 0.54455, -0.39940)
O (-1.70529, 1.16615, 4.69217)
H (1.63183, -2.76825, -0.56308)
H (-1.75649, 1.47603, 5.69067)
O (-0.87946, 1.39109, -4.00227)
H (1.41070, 3.74494, 1.55322)
O (-3.30061, 3.13963, -2.52143)
H (-1.96008, -2.05869, -5.45910)
H (-3.17521, 2.45616, -3.14854)
O (-1.69354, -1.45692, -4.80504)
H (-2.31018, -0.74629, -4.75869)
H (5.44179, -1.41874, -2.61270)
O (-4.04922, 1.71239, 2.84652)
H (-4.16884, 3.81640, 0.87605)
H (4.76126, -0.07757, -2.74162)
O (-0.99122, -1.52722, 1.71178)
H (-1.36499, -1.95063, 0.89273)
H (-4.04941, 1.19613, 2.05201)
O (4.68145, -0.89674, -2.27536)
H (-3.50803, 1.15621, 3.65520)
H (-0.30045, -4.37069, 2.10158)
O (2.19581, -3.41182, -0.13277)
H (3.10684, -0.62312, 0.65019)
H (1.60167, -3.78807, 0.52326)
O (-0.55623, -1.63680, -1.78134)
H (-2.05824, 1.89199, 4.17196)
H (2.73913, -0.19014, 3.64377)
H (1.65290, 1.20662, 0.76618)
H (-0.46376, -1.51829, -2.72559)

Total charge: +1
HOMO in Ha: -0.466
Energy above the lowest of the compared OMol25 structures with the same formula, charge and spin in eV: 4.036
HOMO-LUMO gap in eV: 10.3


[4]
Computed, not measured: C4H5NO as an isolated structure, with ωB97M-V/def2-TZVPD.

Atoms and positions in Å:
O (-0.29288, 1.30168, 1.75607)
C (-0.17085, 0.56492, 0.81685)
C (-0.98855, 0.48534, -0.49674)
C (-0.38043, -0.80563, -1.03964)
N (1.03041, -0.59490, -0.85017)
C (0.73845, -0.63993, 0.61461)
H (-2.06346, 0.47307, -0.30027)
H (-0.75514, 1.30694, -1.18664)
H (0.00896, -1.48803, 0.68235)
H (1.30046, 0.37790, -1.05391)
H (1.59230, -0.86118, 1.25351)

Total charge: 0
HOMO in Ha: -0.324
Energy above the lowest of the compared OMol25 structures with the same formula, charge and spin in eV: 4.584
HOMO-LUMO gap in eV: 8.7